7 unconnected molecules or ions with the total composition C58H72FIN8O6P. Source: the Open Molecules 2025 dataset; level of theory: the ωB97M-V functional and the def2-TZVPD basis.

The LUMO energy is -0.1474 hartree. As for the total charge: +1. For the HOMO energy, the calculation gives -0.3770 hartree. The calculation puts the orbital gap at 6.250 eV.

The geometry in XYZ format:
```
147
Properties=species:S:1:pos:R:3:lowdin_charge:R:1
H -0.23 4.12 -0.58 0.05
H -0.10 3.91 6.41 0.15
C -9.04 7.81 1.47 -0.06
H 2.83 -10.50 0.01 0.11
I 0.03 6.81 0.30 0.99
H 6.82 -3.60 5.65 0.10
N 5.74 -2.00 4.97 0.06
H 2.80 0.65 0.83 0.11
H 2.13 1.89 -0.91 0.05
H -3.52 -2.04 -7.35 0.10
H 0.53 2.84 0.38 0.14
C 1.39 -1.51 -5.14 -0.07
H 1.64 -4.28 -1.22 0.11
N -1.29 4.71 2.07 0.07
H 2.47 -4.61 -7.05 0.11
H -0.22 -1.94 -10.95 0.11
H 4.57 -0.38 -0.25 0.12
N 4.76 -5.95 -3.51 0.05
C -0.49 -11.04 -0.14 -0.08
C 2.69 -1.37 0.15 -0.20
C 6.30 -7.79 -3.50 -0.08
C 0.77 2.73 -2.43 -0.37
H -1.84 6.96 3.63 0.09
H -1.98 5.08 0.10 0.09
H -0.24 2.93 -4.32 0.08
H 0.92 -2.59 0.41 0.11
C -1.26 3.38 1.82 -0.21
H 5.50 -9.70 -2.94 0.11
C -1.67 5.64 0.99 -0.61
H 2.82 -6.36 -2.99 0.10
H 0.26 6.90 7.42 0.08
C 1.87 -2.45 -0.10 -0.03
C -3.17 -1.41 -9.38 -0.08
N -0.93 6.54 3.63 0.14
H -4.07 4.80 2.10 0.09
N -0.63 -2.50 -9.02 0.06
H -1.56 0.37 3.16 0.08
C -1.26 5.73 6.42 -0.16
C 1.83 -10.57 -0.38 -0.15
H -2.54 7.50 1.76 0.08
H -1.60 5.36 7.40 0.11
H 2.81 3.27 -1.74 0.08
F 1.02 5.34 5.60 0.00
C 3.92 -1.23 -0.48 -0.05
P -2.86 1.30 5.41 0.84
C 5.09 -3.27 6.90 -0.07
H -6.91 5.12 -0.14 0.10
C 5.98 -6.46 -3.69 -0.16
H -1.83 3.02 -2.79 0.09
H 5.30 -4.09 7.56 0.10
C -0.65 2.92 4.09 0.00
H 0.73 3.84 -2.40 0.12
C 4.01 -8.15 -2.90 -0.07
O -1.54 2.90 0.59 -0.03
H -0.26 7.05 3.06 0.05
C 1.83 -2.56 -7.24 -0.09
H -2.55 1.95 -1.52 0.08
O -3.57 0.08 6.19 -0.19
H 2.73 1.70 -2.58 0.08
C -0.64 4.30 4.33 0.00
C 0.77 -10.98 0.42 -0.07
C -0.55 7.08 6.70 -0.09
C 3.80 -6.80 -3.12 -0.15
C -0.96 2.44 2.81 -0.05
H -1.33 0.76 1.47 0.14
C 2.16 -3.71 -6.53 -0.14
C 5.29 -8.65 -3.10 -0.08
H 4.54 -0.43 4.44 0.10
O -3.68 2.64 5.87 -0.21
H -3.59 5.98 3.34 0.06
H -1.68 1.26 -2.89 0.09
H 1.88 -2.54 -8.32 0.09
H 1.50 -1.11 3.79 0.07
H 1.22 1.07 2.93 0.14
C -0.25 4.76 5.73 -0.24
C -2.82 -1.99 -8.18 -0.07
N 2.12 -3.80 -5.20 0.07
C -0.34 3.09 -0.24 -0.12
O 0.79 1.51 5.30 0.17
C 3.77 -1.41 6.20 -0.08
C 2.19 2.37 -1.90 -0.04
N -6.92 6.74 1.11 0.03
H 0.00 1.15 -1.23 0.14
H -1.34 -11.36 0.45 0.11
C -7.67 7.69 1.68 -0.15
C 3.99 -2.45 7.08 -0.08
H 0.40 1.26 -4.04 0.06
H 2.92 -0.75 6.31 0.09
H 0.94 -11.24 1.45 0.10
C 5.94 -2.99 5.83 -0.15
H -1.24 7.79 7.19 0.08
H -4.15 -0.99 -9.53 0.10
C -8.90 5.92 0.02 -0.07
C 4.32 -2.18 -1.42 -0.06
C -9.66 6.91 0.62 -0.07
C -1.70 2.11 -2.20 -0.05
N 1.69 -10.23 -1.67 0.04
H -2.13 5.87 5.77 0.09
C 1.44 -1.44 -6.52 -0.09
O -1.30 1.43 6.05 -0.13
H 0.39 -10.02 -3.23 0.11
H 1.48 2.65 -4.44 0.09
C -3.90 5.86 2.29 -0.08
H -10.72 6.98 0.43 0.11
H 1.17 -0.52 -7.03 0.11
H 3.20 -8.79 -2.59 0.06
H -3.64 -0.68 5.59 0.07
H -3.42 6.80 0.43 0.12
H -9.60 8.60 1.95 0.11
C 0.58 2.33 -3.90 -0.07
H 3.30 -2.63 7.90 0.11
C -1.54 -2.52 -8.05 -0.15
H -4.11 2.98 5.08 0.05
H -2.47 -0.93 -11.36 0.10
H -7.14 8.37 2.33 0.10
C 2.30 -0.28 1.16 -0.17
H -4.90 6.35 2.24 0.06
C -0.65 -10.70 -1.47 -0.07
C -2.23 -1.38 -10.41 -0.07
H -0.17 7.54 5.79 0.05
H 0.11 -1.74 2.87 0.10
C 0.47 -10.30 -2.19 -0.15
H -1.62 -10.73 -1.95 0.10
H -1.22 -2.98 -7.12 0.10
H 7.30 -8.15 -3.66 0.10
C 4.67 -1.23 5.16 -0.17
C -0.97 5.17 3.31 -0.22
H 3.79 -3.99 -2.41 0.08
C -0.99 -1.94 -10.17 -0.14
C 0.47 -0.90 3.47 -0.01
H 6.74 -5.74 -4.00 0.10
H -0.12 -0.72 4.38 0.07
C 0.50 0.35 2.53 -0.35
H 1.09 -0.67 -4.54 0.07
C -7.54 5.88 0.30 -0.15
C -0.34 1.90 5.18 -0.48
C 3.47 -3.24 -1.66 -0.11
H 2.76 -0.57 2.12 0.12
C -2.88 6.54 1.36 -0.27
C -0.34 2.17 -1.46 -0.30
H -9.35 5.19 -0.64 0.11
C 2.27 -3.42 -1.02 -0.09
H 5.27 -2.05 -1.93 0.11
H 1.73 -2.82 -3.46 0.07
O 0.89 -0.13 1.25 -0.13
C 1.74 -2.71 -4.53 -0.15
C -0.95 0.96 2.47 -0.04
```

A molecular structure, C6H13HgO3. Source: the Open Molecules 2025 dataset; level of theory: the ωB97M-V functional and the def2-TZVPD basis.

The LUMO energy (spin up / spin down) is -0.1263 / -0.2565 hartree. As for the total charge: +1. As for the expectation value of S²: 2.01. For the HOMO energy (spin up / spin down), the calculation gives -0.4638 / -0.4640 hartree. The value obtained for the energy above the lowest of the compared OMol25 structures with the same formula, charge and spin is 0.000 eV. Its spin multiplicity is 3. The calculation puts the orbital gap (spin up / spin down) at 9.184 / 5.647 eV.

The geometry in XYZ format:
```
23
Properties=species:S:1:pos:R:3:lowdin_charge:R:1
H -0.47 0.28 1.37 0.14
H 0.18 3.27 -0.70 0.14
Hg -1.53 -1.72 -1.83 1.03
H 1.55 -4.27 -0.49 0.17
H -0.53 1.02 -1.15 0.09
C -1.03 1.53 -0.31 -0.20
C 2.26 -2.25 -1.02 -0.07
H -2.11 0.97 1.49 0.14
O -0.01 -3.03 -0.56 -0.17
H 2.22 -2.41 -2.10 0.09
O -1.88 -0.67 0.26 -0.27
C -1.37 0.54 0.79 -0.26
H -1.71 3.92 0.95 0.14
C 1.31 -3.19 -0.31 -0.35
H -1.96 1.97 -0.70 0.13
H -1.61 -1.49 0.87 0.16
H 1.42 -3.14 0.80 0.16
H 2.02 -1.20 -0.77 0.08
O -0.12 3.92 2.19 0.07
H 3.29 -2.44 -0.70 0.09
C -0.69 3.55 1.19 -0.27
H 0.86 2.21 0.56 0.13
C -0.08 2.63 0.16 -0.16
```

A molecular structure, C21H16F3MoN7O6S. Source: the Open Molecules 2025 dataset; level of theory: the ωB97M-V functional and the def2-TZVPD basis.

The LUMO energy (spin up / spin down) is -0.3705 / -0.3699 hartree. As for the total charge: +2. For the HOMO energy (spin up / spin down), the calculation gives -0.5583 / -0.5583 hartree. The calculation puts the orbital gap (spin up / spin down) at 5.111 / 5.127 eV.

The geometry in XYZ format:
```
55
Properties=species:S:1:pos:R:3:lowdin_charge:R:1
N -0.82 -3.24 -0.29 0.00
C 2.75 1.45 2.83 -0.08
N 1.74 6.86 -1.87 0.27
H -3.85 -0.99 0.13 0.14
H -4.18 -3.37 -0.72 0.14
C 1.51 5.80 -1.53 -0.11
H -1.04 1.58 2.31 0.13
C -2.88 2.16 -2.56 -0.22
H -3.40 -2.21 1.33 0.14
C 1.23 4.51 -1.00 -0.20
C -3.21 -2.89 -0.72 -0.13
H 0.06 -5.08 0.11 0.15
H -2.04 -4.62 -1.25 0.15
C 1.49 -3.45 0.32 -0.13
C -3.15 -1.80 0.35 -0.13
F 4.98 1.41 1.99 0.14
C 0.33 -4.14 -0.38 -0.11
N 1.17 4.02 1.51 0.28
Mo 0.59 0.68 -0.60 1.82
C -1.71 1.50 -1.95 -0.21
O -1.23 0.25 -5.24 0.25
O -1.42 1.27 -0.70 -0.12
O 0.01 0.09 -2.38 -0.09
O 0.79 2.33 -1.22 -0.40
N 1.01 3.48 -1.75 0.12
N 0.80 1.22 1.45 -0.14
C -0.96 0.77 -2.88 -0.20
C 1.22 4.35 0.41 -0.08
C 2.15 1.17 1.60 -0.62
C 1.95 1.85 3.89 0.07
H -2.34 -4.44 0.49 0.15
H 0.57 -4.36 -1.43 0.15
C 0.03 1.56 2.49 -0.10
N 0.46 -1.23 -0.14 -0.15
C -1.61 0.74 -4.23 -0.21
F 4.36 -0.15 3.33 0.16
O -3.60 3.03 -2.19 0.23
C -2.12 -3.90 -0.43 -0.11
S 2.95 0.76 0.12 0.86
C 0.57 1.91 3.71 0.00
F 4.72 1.84 4.08 0.19
H 2.40 -4.02 0.22 0.14
H 2.52 -1.59 0.11 0.05
C 1.66 -2.09 -0.33 -0.22
H 1.26 -3.32 1.38 0.14
C -2.96 1.48 -3.98 -0.19
H -1.69 -0.29 0.61 0.11
H -0.07 2.22 4.52 0.13
C 4.23 1.16 3.06 -0.62
N -1.80 -1.27 0.36 0.10
O -3.91 1.44 -4.68 0.26
C -0.71 -1.94 -0.03 -0.30
H -3.05 -2.44 -1.70 0.13
H 2.39 2.12 4.85 0.15
H 1.83 -2.20 -1.41 0.14
```

Number 1: energy -3881.470290 Eh, maximum force 2.9 eV Å⁻¹. Number 2: energy -615.152727 Eh, maximum force 3.8 eV Å⁻¹. Number 3: energy -2409.836329 Eh, maximum force 2.8 eV Å⁻¹.